15
Properties=species:S:1:pos:R:3:lowdin_charge:R:1 method="wB97M-V/def2-TZVPD" homo_energy_ev=-8.3 relative_energy_kcal_mol=145.5 gap_ev=8.9 lumo_ev=0.63 smiles="C1=C2CNN=C2CN1"
N 1.0798 -1.3232 -0.1509 0.075
N 2.1967 -0.3236 -0.0027 -0.070
N -2.2328 0.1895 0.1433 -0.054
C -1.2199 1.2909 -0.0075 -0.013
C -1.3177 -1.1195 0.0820 -0.120
C 0.0430 0.7407 0.0413 -0.169
C 1.5514 1.1974 -0.0631 -0.089
C 0.0556 -0.7065 -0.0545 -0.455
H 2.4652 -0.2575 1.2179 0.181
H -3.0586 0.0450 -0.6462 0.162
H 1.6774 1.4236 -1.1788 0.122
H -1.8712 -1.6924 -0.8937 0.169
H -1.4062 -1.9102 0.9065 0.132
H 1.6211 1.9292 0.7144 0.082
H -1.4077 2.2461 -0.0375 0.047